--- P ---
16
Properties=species:S:1:pos:R:3:nbo_charge:R:1 method="wB97M-V/def2-TZVPD" homo_lumo_gap_ev=6.5 lumo_ev=3.505 e_homo_ev=-3.01 total_charge=-1
C -0.6139 -1.2915 1.8444 -0.738
S -0.2035 -2.1445 0.2232 0.066
C -0.5379 -0.7077 -0.9445 -0.811
H -1.7247 -1.2998 1.9071 0.208
H 0.0336 -0.4123 1.8460 0.293
H -0.1138 -1.9145 2.6614 0.196
H -1.4520 -0.5369 -1.5874 0.191
H -0.4504 0.2071 -0.2604 0.313
H 0.3503 -0.6618 -1.6493 0.213
N 0.2412 2.3716 -1.6613 -0.933
C 1.0262 2.0758 -0.3313 0.138
O 0.4114 1.4897 0.7447 -0.946
H -0.6579 1.9006 -1.6000 0.333
H -0.0471 3.3614 -1.7269 0.320
H 1.7570 1.5214 -0.7343 0.098
H 1.3347 3.1689 -0.1667 0.060

--- Q ---
16
Properties=species:S:1:pos:R:3:nbo_charge:R:1 method="wB97M-V/def2-TZVPD" homo_lumo_gap_ev=6.0 lumo_ev=3.405 e_homo_ev=-2.58 total_charge=-1
N 1.3933 0.7683 -2.5065 -0.922
C 1.7122 0.3120 -1.1102 0.153
O 0.9419 0.9073 -0.2108 -0.941
H 1.2758 1.7708 -2.4650 0.343
H 2.0629 0.4973 -3.2178 0.317
H 1.6187 -0.8013 -1.1216 0.050
H 2.8184 0.5228 -0.9487 0.028
C -0.6140 -0.4710 2.1449 -0.621
C -1.3455 -0.6859 0.8569 -0.490
S -2.9723 0.2185 0.9138 -0.146
H -1.2038 -0.7889 3.0142 0.174
H -0.3030 0.5666 2.2325 0.241
H 0.2960 -1.0744 2.1657 0.217
H -0.8072 -0.2136 0.0316 0.299
H -1.6093 -1.7145 0.6148 0.182
H -3.2640 0.1858 -0.3936 0.116

Relative calculated energies, zero for the most stable structure, unit kcal/mol: P 23.0; Q 0.0.

--- P ---
16
Properties=species:S:1:pos:R:3:nbo_charge:R:1 method="wB97M-V/def2-TZVPD" homo_lumo_gap_ev=6.9 lumo_ev=4.039 e_homo_ev=-2.83 total_charge=-1
C 0.4539 0.2828 -0.1716 -0.434
C -0.7346 0.2419 -1.1626 -0.523
S -2.1170 -0.7933 -0.5957 -0.682
C 1.3719 -0.9218 -0.3857 -0.223
N 2.4780 -1.0467 0.5618 -0.838
H 0.0486 0.1605 0.8420 0.208
H 1.0311 1.2007 -0.3227 0.165
H -0.3686 -0.1961 -2.1000 0.175
H -1.0170 1.2746 -1.3940 0.171
H 1.7833 -0.9263 -1.3951 0.161
H 0.7382 -1.8068 -0.3162 0.209
H 2.8545 -0.1177 0.7248 0.333
H 2.0988 -1.3224 1.4616 0.343
H -2.7583 0.6203 1.0456 0.497
H -2.7234 2.0951 1.5012 0.444
O -3.1395 1.2552 1.7068 -1.006

--- Q ---
16
Properties=species:S:1:pos:R:3:nbo_charge:R:1 method="wB97M-V/def2-TZVPD" homo_lumo_gap_ev=6.8 lumo_ev=4.061 e_homo_ev=-2.74 total_charge=-1
C 0.1101 -1.2720 -0.0851 -0.432
C -1.4093 -1.3189 -0.2132 -0.514
S -2.1909 0.3051 0.0792 -0.739
C 0.8130 -0.2871 -1.0330 -0.239
N 1.8493 0.5760 -0.4439 -0.828
H 0.2901 -0.9198 0.9404 0.184
H 0.5905 -2.2580 -0.1098 0.170
H -1.6376 -1.5780 -1.2567 0.174
H -1.7748 -2.0644 0.4975 0.183
H 1.2569 -0.8538 -1.8652 0.154
H 0.0140 0.2824 -1.5040 0.224
H 2.2905 0.0044 0.2757 0.330
H 1.3450 1.2575 0.1191 0.346
H -1.2269 2.5103 1.2086 0.510
H 0.2449 2.5571 1.7339 0.458
O -0.5647 3.0593 1.6565 -0.981

Relative calculated energies, zero for the most stable structure, unit kcal/mol: P 0.0; Q 5.3.

--- P ---
8
Properties=species:S:1:pos:R:3:nbo_charge:R:1 method="wB97M-V/def2-TZVPD" homo_lumo_gap_ev=9.0 lumo_ev=-1.053 smiles="O=C(O)C(O)=S" e_homo_ev=-10.01
O -1.9248 0.4742 -0.0029 -0.516
C -0.9663 -0.2626 -0.0028 0.698
O -1.0379 -1.5726 0.0005 -0.639
C 0.4666 0.3148 -0.0092 0.123
O 0.4379 1.6291 0.0003 -0.597
S 1.8177 -0.6010 -0.0021 -0.076
H -0.1494 -1.9427 0.0040 0.503
H 1.3562 1.9607 0.0121 0.504

--- Q ---
8
Properties=species:S:1:pos:R:3:nbo_charge:R:1 method="wB97M-V/def2-TZVPD" homo_lumo_gap_ev=9.7 lumo_ev=-0.238 e_homo_ev=-9.96
C -0.2575 -0.5699 0.5578 -0.834
C -1.5138 -0.2586 0.7579 0.723
O 2.2404 0.2150 0.2560 -0.900
O 0.4142 1.0116 -1.5361 -0.866
O -2.5419 0.1769 1.0475 -0.411
S 0.9041 0.8428 0.0994 1.500
H 0.3058 -1.5526 0.7260 0.307
H 0.4487 0.1348 -1.9086 0.481

Relative calculated energies, zero for the most stable structure, unit kcal/mol: P 0.0; Q 48.5.

--- P ---
8
Properties=species:S:1:pos:R:3:nbo_charge:R:1 method="wB97M-V/def2-TZVPD" homo_lumo_gap_ev=10.0 lumo_ev=-0.285 smiles="O=C(O)C(=O)S" e_homo_ev=-10.29
O 0.0663 0.0419 1.7003 -0.542
C 0.4813 -0.2543 0.6323 0.693
O 1.5557 -1.0030 0.3635 -0.654
C -0.2810 0.2251 -0.6151 0.294
O 0.0739 0.0356 -1.7545 -0.491
S -1.7965 0.9873 -0.1410 0.056
H 2.0924 -1.1865 1.2021 0.509
H -2.1921 1.1539 -1.3876 0.135

--- Q ---
8
Properties=species:S:1:pos:R:3:nbo_charge:R:1 method="wB97M-V/def2-TZVPD" homo_lumo_gap_ev=9.2 lumo_ev=-0.934 e_homo_ev=-10.14
C 0.3329 0.0439 1.6658 0.327
C -0.2471 1.2038 0.9799 -0.303
O 1.4172 -1.2351 -1.1752 -0.846
O -0.4336 -1.4598 -2.6773 -0.835
O -0.5853 -0.1945 0.8268 -0.453
S 0.0391 -1.6125 -1.3581 1.681
H -0.9493 1.7593 1.5595 0.215
H 0.4261 1.4949 0.1787 0.214

Relative calculated energies, zero for the most stable structure, unit kcal/mol: P 0.0; Q 101.0.

--- P ---
16
Properties=species:S:1:pos:R:3:nbo_charge:R:1 method="wB97M-V/def2-TZVPD" homo_lumo_gap_ev=9.7 lumo_ev=0.731 smiles="C[C@H](CS)NC=O" e_homo_ev=-8.99
C -0.7323 -0.4904 -1.6220 -0.610
C 0.0554 -0.0233 -0.3981 -0.083
C 0.3011 -1.1932 0.5801 -0.520
S 1.7821 -1.0092 1.6318 -0.020
N -0.7049 1.0612 0.2424 -0.623
C -0.0582 2.0477 0.9311 0.535
O 1.0973 2.3509 0.8138 -0.585
H -1.0107 0.3660 -2.2294 0.227
H -1.7027 -0.9271 -1.3568 0.199
H -0.1646 -1.2663 -2.1403 0.213
H 0.9373 0.4821 -0.7670 0.232
H -0.5084 -1.1586 1.3209 0.214
H 0.3218 -2.1162 0.0200 0.222
H 2.6462 -1.4257 0.6964 0.119
H -1.5270 0.6750 0.6867 0.376
H -0.7323 2.6271 1.5905 0.106

--- Q ---
16
Properties=species:S:1:pos:R:3:nbo_charge:R:1 method="wB97M-V/def2-TZVPD" homo_lumo_gap_ev=9.3 lumo_ev=0.594 smiles="C=C[S@](C)(=O)=NC" e_homo_ev=-8.71
C -2.3555 -0.1203 -1.6485 -0.339
C -1.2915 -0.6816 -1.1703 -0.387
S 0.0873 0.2475 -0.3940 1.862
C -0.3122 0.9729 1.5361 -0.756
O 0.4212 1.4374 -1.1726 -0.948
N 1.0741 -0.8959 -0.2176 -0.942
C 2.3388 -0.7177 0.5185 -0.399
H -3.0141 -0.7969 -2.0376 0.208
H -2.6138 0.9818 -1.4769 0.226
H -1.1380 -1.7161 -1.1451 0.238
H -0.5522 1.9345 1.1907 0.223
H -1.1012 0.2890 1.9964 0.231
H 0.7085 0.8640 2.0367 0.223
H 1.9959 -0.2258 1.4728 0.165
H 2.8903 -0.0027 -0.0787 0.194
H 2.8623 -1.5701 0.5901 0.201

Relative calculated energies, zero for the most stable structure, unit kcal/mol: P 0.0; Q 102.2.

--- P ---
16
Properties=species:S:1:pos:R:3:nbo_charge:R:1 method="wB97M-V/def2-TZVPD" homo_lumo_gap_ev=9.9 lumo_ev=0.763 smiles="CNC(=O)CCS" e_homo_ev=-9.10
C 1.8207 -0.5194 1.4546 -0.419
N 1.7996 0.4168 0.3555 -0.626
C 0.7954 0.5205 -0.5664 0.686
O 1.0163 0.9311 -1.6903 -0.613
C -0.6134 0.2023 -0.0933 -0.529
C -1.6261 0.1938 -1.2272 -0.504
S -2.9851 -1.0053 -1.0514 -0.044
H 1.8292 -1.5696 1.1350 0.188
H 2.7071 -0.4143 2.0745 0.215
H 0.9666 -0.3765 2.1167 0.200
H 2.7022 0.7183 0.0247 0.400
H -0.8685 0.9639 0.6352 0.231
H -0.5737 -0.6910 0.5421 0.230
H -1.9979 1.1977 -1.3598 0.228
H -1.1717 -0.2164 -2.1245 0.243
H -3.8006 -0.3520 -0.2254 0.113

--- Q ---
16
Properties=species:S:1:pos:R:3:nbo_charge:R:1 method="wB97M-V/def2-TZVPD" homo_lumo_gap_ev=9.0 lumo_ev=0.735 smiles="O=CNCCCS" e_homo_ev=-8.26
O 1.9526 2.0766 -1.4618 -0.571
C 1.7756 0.8797 -1.2006 0.534
N 0.5075 0.2234 -1.1260 -0.653
C 0.1681 -1.0709 -0.6120 -0.223
C -0.2623 -0.9566 0.8835 -0.402
C -1.3811 0.0833 1.0452 -0.584
S -1.0653 1.7377 0.4895 -0.006
H 2.6237 0.2701 -0.8576 0.106
H -0.0929 0.4711 -1.9063 0.401
H 1.0044 -1.7755 -0.5679 0.193
H -0.6147 -1.4812 -1.2577 0.197
H 0.9183 -0.6899 1.3498 0.200
H -0.7093 -1.9120 1.1167 0.218
H -1.9652 0.1212 2.0859 0.245
H -2.2305 -0.2559 0.2962 0.217
H -0.6288 2.2789 1.7232 0.128

--- R ---
16
Properties=species:S:1:pos:R:3:nbo_charge:R:1 method="wB97M-V/def2-TZVPD" homo_lumo_gap_ev=10.2 lumo_ev=0.937 smiles="C=NO[C@H](C)CS" e_homo_ev=-9.22
C 3.3155 -0.6119 0.1593 -0.136
N 2.1620 -0.6208 -0.3985 -0.116
O 1.4077 0.4911 0.0477 -0.416
C 0.0164 0.4589 -0.2734 0.077
C -0.4837 1.9015 0.0273 -0.629
C -0.8083 -0.5676 0.4591 -0.556
S -2.5253 -0.6860 -0.1099 -0.026
H 4.0436 -1.3815 -0.1505 0.195
H 3.6590 0.1783 0.8505 0.182
H -0.0706 0.2242 -1.3296 0.185
H 0.1336 2.6645 -0.4801 0.226
H -0.3713 2.1268 1.1140 0.213
H -1.5158 1.9969 -0.3474 0.218
H -0.4188 -1.5815 0.3239 0.241
H -0.7266 -0.4373 1.5604 0.219
H -2.9640 0.5159 0.3906 0.123

--- S ---
16
Properties=species:S:1:pos:R:3:nbo_charge:R:1 method="wB97M-V/def2-TZVPD" homo_lumo_gap_ev=9.7 lumo_ev=0.750 smiles=OC[C@@]1(CS)CN1 e_homo_ev=-8.99
O -0.0225 2.1291 0.4142 -0.735
C 0.6404 1.2196 -0.3340 -0.029
C 0.1644 -0.1922 -0.0107 -0.022
C -1.2129 -0.5391 -0.5752 -0.565
S -2.6277 -0.0093 0.3278 -0.014
C 1.1787 -1.2927 -0.0983 -0.263
N 0.7233 -0.6173 1.3552 -0.592
H -1.1144 2.1624 0.2219 0.485
H 1.6793 1.3187 -0.0840 0.176
H 0.6586 1.7578 -1.5368 0.133
H -1.2752 -0.4086 -1.6908 0.262
H -1.4057 -1.7535 -0.4054 0.224
H -2.1813 -0.4232 1.5000 0.140
H 2.3649 -1.0610 -0.3209 0.211
H 0.8836 -2.3668 -0.4022 0.225
H 1.5465 0.0761 1.6391 0.364

Relative calculated energies, zero for the most stable structure, unit kcal/mol: P 0.0; Q 46.5; R 53.2; S 100.7.